Run A
The following is a quantum chemistry calculation of one molecule with the formula C7H8, from OMol25.

As for the SMILES: C#CC1=CCCC1. The value obtained for the LUMO energy is 0.03711 hartree.

```
15
Properties=species:S:1:pos:R:3:lowdin_charge:R:1
C 2.288 0.043 -0.106 -0.045
C 3.508 0.028 0.027 0.099
C -1.561 0.582 0.162 -0.202
C -1.504 -0.869 -0.108 -0.206
C -0.180 1.132 -0.206 -0.162
C -0.031 -1.120 0.033 -0.049
C 0.766 -0.050 -0.155 -0.214
H 4.501 -0.165 0.299 0.007
H -2.511 1.006 -0.148 0.119
H -1.516 0.579 1.225 0.103
H -2.194 -1.274 0.585 0.104
H -1.661 -1.280 -1.044 0.093
H -0.206 1.777 -1.090 0.114
H 0.042 1.787 0.656 0.114
H 0.260 -2.179 -0.130 0.124
```



Run B
The following is a quantum chemistry calculation of one molecule with the formula C7H8, from OMol25.

As for the SMILES: C#CC[C@H](C)C#C. The value obtained for the LUMO energy is 0.02644 hartree.

```
15
Properties=species:S:1:pos:R:3:lowdin_charge:R:1
C 0.168 -1.447 0.676 -0.067
C -0.433 -0.069 0.467 -0.430
C 0.533 1.097 0.284 -0.191
C 1.469 0.908 -0.821 -0.146
C 2.248 0.748 -1.724 0.116
C -1.490 -0.093 -0.572 -0.092
C -2.686 0.021 -0.528 0.118
H 0.778 -1.742 -0.182 0.080
H 0.772 -1.453 1.588 0.083
H -0.648 -2.172 0.791 0.085
H -1.008 0.180 1.368 0.136
H -0.064 2.005 0.115 0.126
H 1.079 1.228 1.226 0.124
H 2.950 0.604 -2.513 0.024
H -3.669 0.184 -0.175 0.036
```



Winner for stability: run A



Run A
The following is a quantum chemistry calculation of one molecule with the formula C7H8, from OMol25.

The value obtained for the LUMO energy is -0.00589 hartree.

```
15
Properties=species:S:1:pos:R:3:lowdin_charge:R:1
C -0.122 -1.551 -0.499 -0.039
C -0.256 -0.105 -0.050 -0.464
C 0.216 0.997 -0.897 -0.034
C 1.053 0.660 0.388 -0.308
C 2.313 0.093 0.020 0.144
C -1.442 0.158 0.758 -0.083
C -2.470 0.332 1.362 0.136
H -1.025 -1.870 -1.030 0.088
H 0.747 -1.661 -1.148 0.069
H 0.009 -2.208 0.367 0.091
H 0.889 1.372 1.203 0.125
H 0.692 0.756 -1.843 0.113
H -0.284 1.960 -0.827 0.120
H 3.086 0.527 0.706 0.011
H -3.364 0.496 1.929 0.030
```



Run B
The following is a quantum chemistry calculation of C7H8 as an isolated structure, from OMol25.

The value obtained for the LUMO energy is -0.02332 hartree.

```
15
Properties=species:S:1:pos:R:3:lowdin_charge:R:1
C 1.141 0.554 -1.031 -0.027
C 0.200 0.073 0.079 -0.583
C 0.090 1.040 1.264 -0.026
C -1.106 -0.252 -0.452 -0.019
C -2.095 -0.924 -0.767 0.152
C 0.465 -1.346 0.499 -0.351
C 1.094 -2.321 0.996 -0.010
H 1.219 -0.205 -1.813 0.094
H 2.133 0.710 -0.601 0.095
H 0.786 1.494 -1.467 0.087
H -0.323 2.004 0.947 0.087
H -0.546 0.610 2.042 0.094
H 1.088 1.196 1.681 0.095
H -3.068 -0.888 -1.224 0.093
H -1.131 -1.733 -0.158 0.218
```



Winner for stability: run A



Run A
The following is a quantum chemistry calculation of one molecule with the formula C7H8, from OMol25.

The value obtained for the LUMO energy is -0.01032 hartree.

```
15
Properties=species:S:1:pos:R:3:lowdin_charge:R:1
C 0.692 -1.157 -0.078 -0.238
C 1.791 -1.710 0.517 0.108
C -0.536 -0.846 -0.322 0.035
C -1.777 -0.535 -0.577 -0.143
C 2.177 -0.646 -0.393 -0.283
C -2.838 -0.453 0.474 -0.095
C 2.817 0.599 0.158 -0.080
H -2.072 -0.322 -1.598 0.107
H 2.283 -0.747 -1.473 0.128
H -3.707 -1.040 0.179 0.074
H -3.160 0.582 0.605 0.076
H -2.459 -0.825 1.423 0.080
H 3.221 0.418 1.154 0.077
H 2.084 1.405 0.233 0.082
H 3.615 0.927 -0.505 0.071
```



Run B
The following is a quantum chemistry calculation of one molecule with the formula C7H8, from OMol25.

As for the SMILES: C#CC[C@H](C)C#C. The value obtained for the LUMO energy is 0.03476 hartree.

```
15
Properties=species:S:1:pos:R:3:lowdin_charge:R:1
C -0.054 -1.479 -0.430 -0.048
C -0.283 -0.037 0.065 -0.401
C 0.241 1.048 -0.932 -0.136
C 1.549 1.102 -0.296 -0.174
C 2.549 0.693 0.238 0.091
C -1.585 0.189 0.660 -0.122
C -2.544 0.399 1.353 0.118
H -0.932 -1.884 -0.950 0.083
H 0.803 -1.542 -1.110 0.080
H 0.154 -2.129 0.423 0.081
H 0.393 0.245 0.921 0.128
H 0.379 0.724 -1.970 0.121
H -0.351 1.968 -0.920 0.117
H 3.061 0.116 0.968 0.040
H -3.381 0.587 1.980 0.020
```



Run C
The following is a quantum chemistry calculation of one molecule with the formula C7H8, from OMol25.

As for the SMILES: C#CC[C@H](C)C#C. The value obtained for the LUMO energy is 0.01657 hartree.

```
15
Properties=species:S:1:pos:R:3:lowdin_charge:R:1
C 0.055 -1.523 0.349 -0.092
C -0.477 -0.122 0.451 -0.426
C 0.360 1.094 0.024 -0.193
C 1.577 0.835 -0.690 -0.155
C 2.631 0.714 -1.249 0.121
C -1.652 -0.113 -0.525 -0.092
C -2.672 0.189 0.078 0.158
H 0.223 -1.715 -0.707 0.082
H 0.968 -1.600 0.922 0.078
H -0.682 -2.259 0.711 0.092
H -0.698 0.070 1.525 0.134
H -0.246 1.730 -0.620 0.116
H 0.622 1.685 0.895 0.121
H 3.545 0.581 -1.754 0.016
H -3.556 0.433 0.588 0.041
```



Run D
The following is a quantum chemistry calculation of one molecule with the formula C7H8, from OMol25.

As for the SMILES: C#C[C@@H](C)C=C=C. The value obtained for the LUMO energy is 0.03816 hartree.

```
15
Properties=species:S:1:pos:R:3:lowdin_charge:R:1
C -0.383 -1.900 -0.097 -0.071
C -0.330 -0.442 0.356 -0.395
C 0.349 0.385 -0.717 -0.102
C 1.521 0.936 -0.555 -0.098
C 2.486 1.739 -0.211 0.003
C -1.676 0.101 0.607 -0.115
C -2.787 0.534 0.781 0.120
H -0.897 -1.951 -1.061 0.085
H 0.641 -2.262 -0.231 0.082
H -0.909 -2.528 0.625 0.081
H 0.246 -0.363 1.289 0.145
H -0.198 0.570 -1.640 0.124
H 2.168 2.617 0.348 0.065
H 3.542 1.650 -0.425 0.050
H -3.774 0.915 0.931 0.025
```



Winner for stability: run D



Run A
The following is a quantum chemistry calculation of one molecule with the formula C7H8, from OMol25.

As for the SMILES: C1=CC=CCC=C1. The value obtained for the LUMO energy is 0.03840 hartree.

```
15
Properties=species:S:1:pos:R:3:lowdin_charge:R:1
C -1.396 -0.545 0.587 -0.215
C -1.305 0.807 -0.111 -0.095
C -0.139 1.448 -0.509 -0.092
C 1.067 1.039 0.160 -0.173
C 1.552 -0.149 0.397 -0.123
C 0.878 -1.214 -0.441 -0.102
C -0.477 -1.399 -0.201 -0.141
H -0.874 -0.229 1.445 0.090
H -2.569 -0.694 0.641 0.153
H -2.399 1.380 -0.245 0.148
H -0.023 2.375 -0.921 0.065
H 1.697 1.800 0.630 0.111
H 2.544 -0.225 0.858 0.105
H 1.559 -2.109 -0.788 0.129
H -1.020 -2.226 -0.911 0.141
```



Run B
The following is a quantum chemistry calculation of one molecule with the formula C7H8, from OMol25.

The value obtained for the LUMO energy is -0.02041 hartree.

```
15
Properties=species:S:1:pos:R:3:lowdin_charge:R:1
C -0.095 -0.855 0.196 -0.379
C 0.877 -1.386 1.134 0.233
C -1.339 -0.035 0.240 -0.232
C -1.998 1.016 0.606 0.065
C -1.235 -1.096 -0.782 -0.054
C 1.393 -0.546 -0.040 -0.295
C 1.920 0.848 0.129 -0.050
H -2.999 1.141 0.196 0.074
H -1.610 1.710 1.282 0.043
H -1.842 -2.142 -0.839 0.147
H -1.200 -0.795 -1.882 0.122
H 1.808 -1.240 -0.759 0.133
H 2.933 0.613 0.453 0.085
H 1.387 1.399 0.822 0.057
H 2.000 1.367 -0.756 0.051
```



Run C
The following is a quantum chemistry calculation of one molecule with the formula C7H8, from OMol25.

As for the SMILES: C#CC[C@H](C)C#C. The value obtained for the LUMO energy is 0.03797 hartree.

```
15
Properties=species:S:1:pos:R:3:lowdin_charge:R:1
C 0.955 1.079 0.890 -0.070
C 0.039 -0.072 0.457 -0.388
C -0.027 -0.194 -1.094 -0.177
C -1.213 0.481 -1.627 -0.146
C -2.234 1.004 -1.995 0.109
C 0.447 -1.335 1.085 -0.123
C 0.753 -2.368 1.625 0.120
H 1.986 0.885 0.576 0.085
H 0.622 2.018 0.436 0.083
H 0.946 1.193 1.978 0.082
H -0.977 0.145 0.809 0.139
H 0.882 0.234 -1.536 0.120
H -0.053 -1.247 -1.391 0.119
H -3.142 1.459 -2.324 0.024
H 1.014 -3.282 2.111 0.024
```



Winner for stability: run C



Run A
The following is a quantum chemistry calculation of an isolated ion of composition C7H8N and charge +1, from OMol25.

Its net charge is +1. The value obtained for the LUMO energy is -0.20960 hartree.

```
16
Properties=species:S:1:pos:R:3:lowdin_charge:R:1
C 0.314 2.164 0.591 0.299
C -0.450 1.177 1.163 -0.022
C -0.406 -0.314 1.642 -0.034
C 0.568 0.202 -1.277 -0.079
C -0.087 -1.139 -0.692 -0.139
C -1.422 0.720 0.071 -0.033
C -0.219 1.243 -0.605 -0.023
N -1.000 -0.771 0.375 -0.066
H 0.971 2.870 0.734 0.075
H 0.627 -0.703 1.587 0.135
H -0.887 -0.427 2.623 0.142
H 1.711 0.268 -1.122 0.158
H 0.294 0.156 -2.406 0.165
H -0.669 -1.788 -1.344 0.126
H 0.720 -1.815 -0.223 0.152
H -2.359 1.050 -0.191 0.145
```



Run B
The following is a quantum chemistry calculation of an isolated ion of composition C7H8N and charge +1, from OMol25.

As for the SMILES: C=CC#CC[N+]#CC. Its net charge is +1. The value obtained for the LUMO energy is -0.17004 hartree.

```
16
Properties=species:S:1:pos:R:3:lowdin_charge:R:1
C 0.740 -1.039 0.280 -0.062
C -1.810 0.231 0.177 0.031
C -0.053 -1.971 0.082 0.054
C 2.775 -0.201 -0.586 0.059
C 1.878 -0.248 0.434 -0.201
C -1.447 -2.181 -0.154 -0.144
C -1.449 1.587 0.295 0.038
N -1.945 -0.893 -0.008 0.213
H 3.682 0.444 -0.675 0.086
H 2.701 -0.955 -1.453 0.109
H 2.170 0.389 1.361 0.146
H -1.915 -2.609 -1.050 0.164
H -1.863 -2.760 0.587 0.117
H -0.344 1.535 0.533 0.128
H -1.961 2.114 1.058 0.095
H -1.702 2.216 -0.653 0.168
```



Winner for stability: run B



Run A
The following is a quantum chemistry calculation of one molecule with the formula C3H6N2O, from OMol25.

As for the SMILES: N#C[C@H](O)CN. The value obtained for the LUMO energy is 0.02350 hartree.

```
12
Properties=species:S:1:pos:R:3:lowdin_charge:R:1
N -1.538 -0.680 0.431 -0.009
C -0.804 -0.059 -0.655 -0.223
C 0.467 0.510 0.058 -0.322
O 0.820 -0.244 1.261 -0.064
C 1.687 0.528 -0.738 -0.170
N 2.710 0.386 -1.256 0.164
H -0.792 -0.866 1.117 0.044
H -2.123 0.026 0.863 0.071
H -0.557 -0.773 -1.455 0.112
H -1.400 0.726 -1.154 0.122
H 0.201 1.503 0.442 0.153
H 1.329 -1.057 1.085 0.122
```



Run B
The following is a quantum chemistry calculation of C3H6N2O as an isolated structure, from OMol25.

The value obtained for the LUMO energy is -0.01086 hartree.

```
12
Properties=species:S:1:pos:R:3:lowdin_charge:R:1
C 1.266 0.059 -1.016 -0.111
N 0.049 -0.509 -1.056 0.016
C -0.415 -0.938 0.116 -0.310
N -1.717 -0.500 0.536 0.073
C -0.732 0.470 1.022 -0.354
O -0.303 1.517 0.421 -0.045
H 0.675 1.116 -0.388 0.135
H 1.995 -0.231 -0.241 0.103
H 1.690 0.382 -1.967 0.087
H 0.154 -1.588 0.781 0.146
H -2.179 -0.103 -0.285 0.120
H -0.483 0.325 2.077 0.140
```



Run C
The following is a quantum chemistry calculation of one molecule with the formula C3H6N2O, from OMol25.

The value obtained for the LUMO energy (alpha / beta) is 0.02200 / 0.02200 hartree.

```
12
Properties=species:S:1:pos:R:3:lowdin_charge:R:1
N 1.661 0.244 -0.501 0.201
C 0.597 0.137 0.310 -0.428
O 0.768 -0.089 1.545 -0.082
C -0.760 0.274 -0.208 -0.145
C -1.178 -0.266 -1.352 0.023
N -0.482 -0.706 2.032 -0.031
H 2.596 0.169 -0.127 0.124
H 1.517 0.608 -1.428 0.115
H -1.404 0.870 0.432 0.112
H -0.568 -0.975 -1.905 0.064
H -2.183 -0.077 -1.712 0.058
H -0.565 -0.189 2.913 -0.011
```



Run D
The following is a quantum chemistry calculation of a 2-piece molecular cluster, C3H6N2O overall, from OMol25.

As for the SMILES: c1c[nH]cn1.O. The value obtained for the LUMO energy is 0.02653 hartree.

```
12
Properties=species:S:1:pos:R:3:lowdin_charge:R:1
C 0.173 -0.847 -0.763 -0.137
C 0.612 -1.250 0.545 -0.122
N 1.065 -0.139 1.281 0.055
C 1.284 0.762 0.223 -0.206
N 0.640 0.482 -0.947 0.028
H -0.225 -1.521 -1.464 0.072
H 0.422 -2.223 0.890 0.078
H 1.254 -0.362 2.268 0.158
H 1.557 1.779 0.439 0.097
H -2.022 1.237 -0.031 0.061
H -2.604 0.366 -1.209 -0.005
O -2.842 0.791 -0.409 -0.078
```



Winner for stability: run A



Run A
The following is a quantum chemistry calculation of one molecule with the formula C3H6N2O, from OMol25.

As for the SMILES: C/N=C/NC=O. The value obtained for the LUMO energy is 0.03012 hartree.

```
12
Properties=species:S:1:pos:R:3:lowdin_charge:R:1
C -1.198 -1.435 0.919 -0.140
N -0.257 -0.415 0.544 -0.004
C -0.245 0.014 -0.639 -0.224
N 0.680 0.998 -1.029 0.044
C 1.490 1.639 -0.088 -0.339
O 1.116 2.080 0.965 0.060
H -0.635 -2.316 1.245 0.076
H -1.893 -1.732 0.118 0.070
H -1.779 -1.088 1.780 0.077
H -0.900 -0.342 -1.450 0.130
H 1.075 0.901 -1.955 0.123
H 2.545 1.697 -0.411 0.126
```



Run B
The following is a quantum chemistry calculation of one molecule with the formula C3H6N2O, from OMol25.

As for the SMILES: NC(=O)[C@H]1CN1. The value obtained for the LUMO energy is 0.03459 hartree.

```
12
Properties=species:S:1:pos:R:3:lowdin_charge:R:1
N 1.767 0.178 -0.482 0.165
C 0.951 0.754 0.452 -0.509
O 1.367 1.457 1.354 0.053
C -0.517 0.435 0.361 -0.232
C -1.208 -0.333 -0.705 -0.144
N -0.793 -0.996 0.517 0.028
H 2.735 0.090 -0.210 0.111
H 1.405 -0.568 -1.053 0.085
H -1.118 1.146 0.923 0.143
H -0.693 -0.650 -1.611 0.095
H -2.265 -0.119 -0.854 0.106
H -1.563 -1.149 1.160 0.098
```



Run C
The following is a quantum chemistry calculation of one molecule with the formula C3H6N2O, from OMol25.

As for the SMILES: [H]/N=C(/C=O)NC. The value obtained for the LUMO energy is 0.00550 hartree.

```
12
Properties=species:S:1:pos:R:3:lowdin_charge:R:1
C -1.516 -0.442 -0.236 -0.098
N -0.229 -0.676 0.356 -0.002
C 0.668 0.208 -0.129 -0.463
N 0.502 0.946 -1.176 0.106
C 1.892 0.419 0.690 -0.184
O 2.203 -0.334 1.584 0.062
H -2.318 -0.745 0.457 0.092
H -1.639 -0.998 -1.171 0.078
H -1.330 0.642 -0.604 0.096
H -0.079 -1.044 1.287 0.138
H -0.036 0.532 -1.933 0.052
H 2.483 1.293 0.369 0.122
```



Run D
The following is a quantum chemistry calculation of one molecule with the formula C3H6N2O, from OMol25.

The value obtained for the LUMO energy is 0.00826 hartree.

```
12
Properties=species:S:1:pos:R:3:lowdin_charge:R:1
C 1.451 -0.518 0.235 -0.065
N 0.491 0.100 -0.695 -0.059
C -0.991 -0.010 -0.397 -0.491
N -1.507 -0.753 -1.260 0.099
C -1.570 0.777 0.718 -0.220
O -0.937 1.584 1.364 0.045
H 0.980 -1.399 0.677 0.094
H 1.743 0.174 1.028 0.085
H 2.334 -0.835 -0.326 0.084
H 0.784 1.041 -0.967 0.143
H -0.060 -0.610 -1.562 0.164
H -2.645 0.580 0.883 0.121
```



Winner for stability: run B



Run A
The following is a quantum chemistry calculation of one molecule with the formula C3H6N2O, from OMol25.

As for the SMILES: C=CN(N)C=O. The value obtained for the LUMO energy is 0.01633 hartree.

```
12
Properties=species:S:1:pos:R:3:lowdin_charge:R:1
C -0.090 -0.456 0.625 -0.284
C -0.212 0.134 1.788 -0.036
C -0.556 1.350 -0.951 -0.176
H 0.066 -1.656 -1.418 0.154
H 1.765 -1.317 -1.131 0.030
H -0.213 -1.532 0.593 0.093
H -0.086 -0.307 2.796 0.059
H -0.087 1.286 1.989 0.096
H -1.316 1.493 -0.178 0.115
N 0.958 -0.856 -1.494 0.019
N 0.504 0.264 -0.482 -0.112
O -0.734 1.597 -2.137 0.042
```



Run B
The following is a quantum chemistry calculation of one molecule with the formula C3H6N2O, from OMol25.

The value obtained for the LUMO energy (alpha / beta) is 0.00119 / 0.00822 hartree.

```
12
Properties=species:S:1:pos:R:3:lowdin_charge:R:1
N 1.686 -0.402 0.641 0.070
C 0.675 -0.097 -0.248 -0.210
C -1.317 -1.062 -0.976 0.025
O -1.537 0.252 -0.606 -0.084
C -0.540 0.639 0.233 -0.479
N -0.625 1.400 1.241 0.152
H 2.568 0.072 0.502 0.095
H 1.386 -0.341 1.605 0.092
H 1.024 0.244 -1.223 0.138
H -1.547 -1.085 -2.061 0.061
H -0.177 -1.285 -0.524 0.079
H -1.595 1.665 1.418 0.062
```



Winner for stability: run A